[1]
{"formula": "C17H41AgN2O6", "method": "the ωB97M-V functional and the def2-TZVPD basis", "homo_energy_ev": [-10.70, -11.43], "total_charge": 1, "s_squared": 0.754, "lumo_energy_ev": [-2.0, -2.0], "largest_force_ev_per_a": 3.0, "multiplicity": 2, "elements": ["Ag", "C", "C", "C", "C", "C", "C", "N", "O", "C", "C", "C", "H", "H", "H", "H", "H", "H", "H", "H", "H", "H", "H", "H", "H", "H", "H", "H", "H", "H", "C", "C", "C", "O", "C", "N", "H", "H", "H", "H", "H", "H", "H", "H", "H", "H", "H", "C", "C", "O", "O", "H", "H", "H", "H", "H", "H", "C", "C", "O", "O", "H", "H", "H", "H", "H", "H"], "coordinates": [[-0.399, 1.190, -0.712], [0.958, -0.793, 3.289], [1.700, -1.431, 2.121], [2.400, -2.685, 2.660], [1.525, -3.907, 2.996], [0.737, -4.273, 1.726], [0.020, -3.094, 1.041], [0.801, -1.842, 1.020], [0.285, -0.934, 0.373], [-1.357, -2.819, 1.631], [-0.121, -3.571, -0.414], [2.826, -0.556, 1.566], [1.628, -0.417, 4.060], [0.372, -1.541, 3.830], [0.242, -0.033, 2.974], [2.975, -2.446, 3.561], [3.172, -3.058, 1.979], [0.716, -3.641, 3.680], [2.248, -4.638, 3.345], [-0.013, -5.006, 2.041], [1.340, -4.867, 1.035], [-2.024, -3.677, 1.674], [-1.909, -2.104, 1.010], [-1.223, -2.316, 2.589], [-0.821, -2.886, -0.912], [-0.675, -4.508, -0.498], [0.813, -3.642, -0.963], [2.492, -0.013, 0.680], [3.745, -1.064, 1.276], [3.138, 0.173, 2.316], [-2.429, 1.121, -4.066], [-0.920, 1.228, -3.924], [-0.418, 2.617, -3.570], [-0.886, 3.121, -2.340], [-0.779, 4.519, -2.223], [-0.495, 0.231, -2.894], [-2.997, 1.658, -3.297], [-2.847, 0.124, -4.174], [-2.748, 1.755, -4.905], [-0.518, 1.100, -4.936], [-0.698, 3.311, -4.373], [0.681, 2.595, -3.567], [-1.432, 5.074, -2.900], [0.260, 4.856, -2.301], [-1.084, 4.735, -1.199], [0.431, -0.055, -3.222], [-0.977, -0.619, -3.189], [-3.415, 0.226, 0.522], [-2.451, 0.894, 1.493], [-2.039, 2.101, 0.830], [-2.727, -0.020, -0.717], [-4.199, 0.935, 0.232], [-3.885, -0.681, 0.903], [-1.565, 0.258, 1.533], [-2.832, 1.095, 2.493], [-2.837, 2.636, 0.755], [-2.885, -0.922, -1.010], [1.900, 3.001, 0.577], [2.732, 2.523, -0.582], [2.044, 1.511, -1.343], [0.539, 3.130, 0.206], [2.266, 3.950, 0.994], [2.036, 2.388, 1.478], [3.702, 2.171, -0.210], [3.084, 3.308, -1.262], [2.747, 0.955, -1.694], [0.047, 3.570, 0.905]]}

---

[2]
{"formula": "C17H41AsN7O6P2Tl", "method": "the ωB97M-V functional and the def2-TZVPD basis", "homo_energy_ev": -14.08, "total_charge": 2, "lumo_energy_ev": -6.0, "largest_force_ev_per_a": 0.5, "elements": ["Tl", "C", "N", "C", "C", "N", "C", "C", "N", "C", "C", "N", "C", "N", "C", "C", "C", "N", "C", "H", "H", "H", "H", "H", "H", "H", "H", "H", "H", "H", "H", "H", "H", "H", "H", "H", "H", "H", "H", "H", "H", "H", "H", "N", "C", "C", "P", "O", "O", "O", "P", "O", "O", "O", "H", "H", "H", "H", "H", "H", "H", "H", "C", "As", "C", "C", "H", "H", "H", "H", "H", "H", "H", "H", "H"], "coordinates": [[-0.071, 0.133, 0.508], [-1.475, -2.749, -2.911], [-0.324, -3.083, -2.082], [0.107, -4.476, -1.919], [0.860, -4.430, -0.591], [1.191, -3.013, -0.485], [2.274, -2.539, 0.346], [0.418, -2.271, -1.304], [0.450, -0.942, -1.298], [0.250, -0.184, -2.530], [-0.065, 1.265, -2.235], [0.868, 1.774, -1.240], [1.930, 2.437, -1.628], [3.108, 2.382, -0.945], [3.461, 1.220, -0.157], [4.154, 3.107, -1.666], [3.356, 3.942, -2.666], [2.042, 3.295, -2.673], [0.916, 4.033, -3.223], [-2.104, -3.634, -2.975], [-1.192, -2.472, -3.928], [-2.055, -1.951, -2.450], [0.755, -4.777, -2.744], [-0.756, -5.138, -1.898], [1.766, -5.032, -0.607], [0.248, -4.756, 0.258], [3.044, -3.308, 0.385], [1.947, -2.324, 1.365], [2.714, -1.652, -0.108], [-0.543, -0.589, -3.154], [1.181, -0.218, -3.106], [-1.090, 1.327, -1.843], [-0.069, 1.795, -3.187], [2.941, 0.341, -0.541], [3.224, 1.345, 0.903], [4.534, 1.049, -0.233], [4.818, 2.397, -2.166], [4.750, 3.722, -0.994], [3.802, 3.943, -3.659], [3.251, 4.978, -2.334], [1.180, 5.089, -3.274], [0.045, 3.931, -2.578], [0.661, 3.701, -4.230], [-2.642, -3.215, 1.168], [-3.015, -2.003, 1.998], [-4.200, -2.366, 2.882], [-3.351, -0.582, 0.880], [-4.591, -1.073, 0.006], [-3.638, 0.579, 1.755], [-2.176, -0.538, -0.075], [-1.486, -1.690, 3.015], [-1.786, -0.233, 3.602], [-1.356, -2.772, 3.989], [-0.338, -1.559, 1.989], [-3.398, -3.473, 0.528], [-2.453, -4.004, 1.794], [-1.792, -3.001, 0.637], [-5.062, -2.674, 2.285], [-4.496, -1.499, 3.471], [-3.928, -3.158, 3.581], [-5.432, -0.662, 0.247], [-2.579, 0.188, 3.201], [1.185, 3.549, 1.629], [0.044, 2.114, 2.233], [0.765, 1.679, 3.965], [-1.686, 2.963, 2.379], [1.155, 4.316, 2.404], [0.811, 3.953, 0.693], [2.208, 3.208, 1.498], [0.675, 2.578, 4.576], [1.817, 1.434, 3.836], [0.230, 0.858, 4.431], [-1.732, 3.481, 3.337], [-2.498, 2.250, 2.292], [-1.753, 3.688, 1.570]]}

---

[3]
{"formula": "C17H41ClN6O5PS", "method": "the ωB97M-V functional and the def2-TZVPD basis", "homo_energy_ev": -9.96, "total_charge": 1, "lumo_energy_ev": -3.9, "largest_force_ev_per_a": 0.6, "elements": ["N", "C", "N", "C", "C", "C", "C", "S", "N", "P", "O", "Cl", "N", "H", "H", "H", "H", "H", "H", "H", "H", "H", "H", "H", "C", "O", "C", "C", "N", "C", "C", "O", "C", "H", "H", "H", "H", "H", "H", "H", "H", "H", "H", "H", "H", "H", "H", "H", "C", "O", "C", "C", "N", "C", "C", "O", "C", "H", "H", "H", "H", "H", "H", "H", "H", "H", "H", "H", "H", "H", "H", "H"], "coordinates": [[4.314, 4.546, 1.945], [3.785, 3.310, 1.708], [2.586, 2.847, 2.054], [2.541, 1.588, 1.624], [1.389, 0.663, 1.822], [0.070, 1.412, 1.996], [-0.266, 2.325, 0.808], [-2.016, 2.076, 0.398], [3.691, 1.239, 1.004], [4.008, -0.403, 0.286], [5.608, -0.428, 0.290], [3.590, 0.091, -1.638], [4.468, 2.349, 1.063], [4.186, 5.302, 1.297], [4.793, 4.727, 2.808], [1.318, -0.047, 0.997], [1.609, 0.089, 2.727], [0.076, 1.978, 2.924], [-0.703, 0.650, 2.098], [-0.088, 3.366, 1.060], [0.340, 2.076, -0.065], [-2.089, 2.905, -0.650], [6.091, 0.294, -0.133], [5.404, 2.419, 0.695], [6.468, -5.067, -2.256], [5.108, -4.682, -2.331], [4.894, -3.308, -2.596], [4.251, -3.106, -3.951], [5.185, -3.427, -5.015], [4.609, -3.425, -6.357], [3.550, -4.474, -6.674], [4.042, -5.798, -6.675], [4.013, -6.471, -5.433], [6.487, -6.113, -1.959], [6.981, -4.961, -3.217], [7.007, -4.478, -1.506], [5.834, -2.748, -2.535], [4.216, -2.927, -1.822], [3.952, -2.056, -4.052], [3.336, -3.715, -3.977], [5.587, -4.338, -4.833], [5.430, -3.558, -7.065], [4.183, -2.434, -6.547], [3.195, -4.281, -7.689], [2.679, -4.396, -6.011], [3.170, -6.140, -4.817], [4.937, -6.335, -4.862], [3.898, -7.534, -5.639], [-8.607, 0.689, 4.963], [-8.365, 2.080, 5.012], [-7.104, 2.442, 5.557], [-6.238, 3.100, 4.505], [-5.840, 2.140, 3.485], [-5.159, 2.722, 2.335], [-5.949, 3.674, 1.445], [-7.006, 3.053, 0.741], [-8.250, 3.004, 1.414], [-9.630, 0.554, 4.617], [-7.929, 0.174, 4.273], [-8.507, 0.232, 5.953], [-6.600, 1.565, 5.975], [-7.280, 3.153, 6.369], [-5.340, 3.503, 4.983], [-6.805, 3.948, 4.095], [-6.665, 1.649, 3.164], [-4.813, 1.897, 1.708], [-4.265, 3.245, 2.690], [-5.263, 4.055, 0.683], [-6.322, 4.544, 1.999], [-8.383, 3.868, 2.072], [-8.367, 2.093, 2.009], [-9.032, 3.017, 0.656]]}

---

[4]
{"formula": "C17H41IN3O3", "method": "the ωB97M-V functional and the def2-TZVPD basis", "homo_energy_ev": -3.35, "total_charge": -1, "lumo_energy_ev": 2.3, "largest_force_ev_per_a": 3.3, "elements": ["I", "C", "C", "C", "C", "C", "C", "N", "O", "C", "C", "C", "H", "H", "H", "H", "H", "H", "H", "H", "H", "H", "H", "H", "H", "H", "H", "H", "H", "H", "H", "C", "C", "C", "O", "C", "N", "H", "H", "H", "H", "H", "H", "H", "H", "H", "H", "H", "C", "C", "C", "O", "C", "N", "H", "H", "H", "H", "H", "H", "H", "H", "H", "H", "H"], "coordinates": [[-0.630, 4.423, 0.947], [-3.433, -3.468, 4.090], [-2.434, -2.877, 5.146], [-2.232, -3.903, 6.352], [-0.904, -3.712, 7.181], [0.328, -3.392, 6.262], [0.121, -2.253, 5.182], [-1.151, -2.578, 4.480], [-1.263, -1.893, 3.304], [0.175, -0.886, 5.920], [1.231, -2.254, 4.061], [-3.079, -1.594, 5.669], [-4.450, -3.589, 4.463], [-3.101, -4.486, 3.885], [-3.592, -3.007, 3.115], [-2.952, -3.910, 7.170], [-2.205, -4.940, 6.017], [-0.570, -4.647, 7.632], [-1.110, -2.913, 7.893], [0.610, -4.358, 5.842], [1.154, -3.109, 6.914], [-0.584, -0.536, 6.621], [1.180, -0.671, 6.282], [0.067, -0.084, 5.191], [2.223, -2.617, 4.332], [0.977, -2.991, 3.300], [1.389, -1.315, 3.531], [-2.781, -0.775, 5.014], [-2.565, -1.322, 6.591], [-4.156, -1.590, 5.837], [-1.001, -1.013, 3.585], [3.214, -1.159, -3.596], [1.970, -1.512, -4.464], [2.047, -2.890, -5.138], [3.108, -3.131, -6.032], [3.141, -4.388, -6.581], [0.833, -1.433, -3.547], [4.091, -1.649, -4.019], [3.329, -1.621, -2.616], [3.590, -0.138, -3.538], [1.768, -0.714, -5.178], [1.109, -2.944, -5.691], [2.068, -3.704, -4.413], [3.358, -5.300, -6.026], [4.009, -4.282, -7.231], [2.171, -4.557, -7.048], [0.987, -0.532, -3.118], [0.918, -2.145, -2.835], [1.647, 6.623, -4.787], [0.309, 7.402, -4.707], [-0.821, 6.319, -4.856], [-2.115, 6.928, -4.612], [-3.086, 6.094, -5.343], [0.398, 8.124, -3.486], [1.775, 6.089, -3.846], [2.429, 7.371, -4.923], [1.759, 5.959, -5.644], [0.264, 8.101, -5.541], [-0.682, 5.411, -4.268], [-0.647, 6.013, -5.887], [-3.210, 6.296, -6.407], [-4.000, 6.384, -4.825], [-2.941, 5.028, -5.168], [0.746, 7.504, -2.768], [1.201, 8.708, -3.672]]}